(1)
{"formula": "C23H58O9", "method": "wB97M-V/def2-TZVPD", "largest_force_ev_per_a": 1.53, "spin_multiplicity": 1, "lumo_energy_ev": 0.63, "smiles": "C#CCCCCOCCOC.CCO.CCO.CCO.CCO.CCO.CCO.CCO", "elements": ["C", "C", "C", "C", "C", "C", "O", "C", "C", "O", "C", "H", "H", "H", "H", "H", "H", "H", "H", "H", "H", "H", "H", "H", "H", "H", "H", "C", "C", "O", "H", "H", "H", "H", "H", "H", "C", "C", "O", "H", "H", "H", "H", "H", "H", "C", "C", "O", "H", "H", "H", "H", "H", "H", "C", "C", "O", "H", "H", "H", "H", "H", "H", "C", "C", "O", "H", "H", "H", "H", "H", "H", "C", "C", "O", "H", "H", "H", "H", "H", "H", "C", "C", "O", "H", "H", "H", "H", "H", "H"], "xyz": [[-0.63, 0.69, 3.99], [0.29, 1.26, 3.46], [1.28, 1.96, 2.74], [0.67, 2.88, 1.67], [1.48, 2.89, 0.36], [0.73, 2.36, -0.82], [0.83, 0.96, -1.00], [0.01, 0.18, -0.17], [-1.45, 0.29, -0.44], [-2.09, 1.35, 0.23], [-2.95, 0.96, 1.27], [-1.30, 0.34, 4.70], [1.89, 2.51, 3.43], [1.89, 1.24, 2.24], [0.53, 3.87, 2.06], [-0.29, 2.45, 1.46], [2.43, 2.42, 0.45], [1.69, 3.92, 0.12], [-0.29, 2.71, -0.81], [1.19, 2.77, -1.70], [0.21, 0.34, 0.88], [0.30, -0.84, -0.35], [-1.56, 0.39, -1.51], [-1.89, -0.66, -0.19], [-2.41, 0.86, 2.20], [-3.67, 1.74, 1.41], [-3.47, 0.05, 1.05], [-5.93, -0.25, -2.13], [-4.57, 0.30, -2.53], [-3.72, -0.74, -3.00], [-5.81, -1.01, -1.36], [-6.58, 0.54, -1.74], [-6.41, -0.72, -2.98], [-4.06, 0.76, -1.68], [-4.69, 1.06, -3.31], [-4.16, -1.16, -3.76], [5.26, 4.15, 3.47], [5.03, 2.97, 2.54], [4.47, 3.39, 1.30], [4.32, 4.68, 3.65], [5.67, 3.82, 4.43], [5.95, 4.87, 3.02], [4.33, 2.27, 2.99], [5.97, 2.44, 2.36], [5.09, 4.01, 0.90], [-1.13, -3.63, -1.15], [0.12, -4.43, -1.46], [0.22, -5.61, -0.66], [-1.15, -3.35, -0.09], [-1.18, -2.72, -1.75], [-2.03, -4.22, -1.34], [1.01, -3.84, -1.24], [0.14, -4.70, -2.52], [-0.55, -6.15, -0.85], [-2.30, 0.88, -7.13], [-2.91, 0.22, -5.91], [-3.98, -0.65, -6.25], [-3.06, 1.45, -7.68], [-1.49, 1.56, -6.85], [-1.90, 0.13, -7.82], [-3.32, 0.97, -5.23], [-2.15, -0.34, -5.35], [-3.63, -1.33, -6.83], [-7.58, -3.65, -5.52], [-6.15, -3.15, -5.46], [-5.78, -2.76, -4.13], [-8.27, -2.88, -5.16], [-7.86, -3.92, -6.54], [-7.72, -4.52, -4.88], [-6.02, -2.26, -6.07], [-5.46, -3.92, -5.82], [-5.87, -3.53, -3.56], [7.98, -0.56, 2.54], [7.83, 0.23, 3.83], [6.49, 0.26, 4.29], [7.34, -0.13, 1.76], [9.01, -0.55, 2.19], [7.67, -1.59, 2.69], [8.13, 1.27, 3.68], [8.48, -0.19, 4.61], [6.19, -0.64, 4.45], [3.10, 0.57, 6.59], [2.61, -0.84, 6.28], [3.70, -1.74, 6.08], [3.73, 0.93, 5.77], [2.26, 1.26, 6.72], [3.71, 0.58, 7.50], [2.02, -0.83, 5.37], [1.98, -1.21, 7.10], [4.22, -1.75, 6.89]], "lowdin_charge": [0.11, -0.15, -0.21, -0.15, -0.16, -0.22, -0.11, -0.18, -0.20, -0.19, -0.10, 0.02, 0.11, 0.11, 0.11, 0.08, 0.09, 0.11, 0.12, 0.12, 0.11, 0.12, 0.12, 0.11, 0.05, 0.08, 0.08, -0.09, -0.30, -0.10, 0.08, 0.07, 0.05, 0.10, 0.10, 0.04, -0.08, -0.31, -0.09, 0.07, 0.07, 0.07, 0.09, 0.10, 0.08, -0.10, -0.32, -0.08, 0.08, 0.07, 0.07, 0.11, 0.11, 0.07, -0.09, -0.32, -0.09, 0.08, 0.08, 0.07, 0.10, 0.11, 0.08, -0.09, -0.31, -0.09, 0.08, 0.07, 0.07, 0.10, 0.11, 0.09, -0.09, -0.33, -0.10, 0.07, 0.07, 0.07, 0.11, 0.11, 0.08, -0.09, -0.31, -0.09, 0.06, 0.07, 0.07, 0.10, 0.11, 0.08]}



(2)
{"formula": "C5H7NO6S", "method": "wB97M-V/def2-TZVPD", "largest_force_ev_per_a": 4.10, "relative_energy_kcal_mol": 41.4, "spin_multiplicity": 1, "lumo_energy_ev": 0.43, "elements": ["C", "C", "C", "C", "C", "N", "O", "O", "O", "O", "O", "O", "S", "H", "H", "H", "H", "H", "H", "H"], "xyz": [[-1.53, 1.48, 2.12], [-1.31, 0.87, 0.92], [0.86, -1.72, -0.85], [-0.17, -1.24, -2.89], [0.98, -1.51, 0.57], [1.61, -0.60, 1.24], [-0.34, 1.48, 0.29], [-1.88, -0.14, 0.33], [1.64, -2.55, -1.29], [-0.65, 3.84, 1.10], [1.10, 2.46, 2.23], [-0.12, -1.06, -1.49], [-0.19, 2.57, 1.63], [-2.06, 1.20, 3.02], [-0.61, -0.36, -3.27], [-0.83, -2.17, -3.17], [0.88, -1.50, -3.35], [2.01, 0.20, 0.85], [1.88, -0.72, 2.25], [-1.24, -0.50, -0.26]], "lowdin_charge": [-0.02, -0.60, -0.54, -0.05, 0.02, 0.13, -0.08, 0.19, 0.09, -0.26, -0.27, -0.10, 0.77, 0.10, 0.07, 0.13, 0.13, 0.09, 0.14, 0.06]}



(3)
{"formula": "C7H23NO6", "method": "wB97M-V/def2-TZVPD", "largest_force_ev_per_a": 5.13, "relative_energy_kcal_mol": 70.1, "spin_multiplicity": 1, "lumo_energy_ev": 0.19, "smiles": "C=C/C=C/CNC=C.O.O.O.O.O.O", "elements": ["C", "C", "C", "C", "C", "N", "C", "C", "H", "H", "H", "H", "H", "H", "H", "H", "H", "H", "H", "O", "H", "H", "O", "H", "H", "O", "H", "H", "O", "H", "H", "O", "H", "H", "O", "H", "H"], "xyz": [[2.49, -1.00, -2.80], [2.92, -0.33, -1.70], [2.73, -0.89, -0.42], [1.90, -0.43, 0.49], [1.87, -0.82, 1.93], [0.53, -0.94, 2.46], [-0.17, 0.16, 2.88], [0.06, 1.42, 2.75], [1.86, -1.94, -2.79], [2.51, -0.60, -3.83], [3.61, 0.49, -1.87], [3.21, -1.79, -0.23], [1.15, 0.26, 0.29], [2.41, -0.15, 2.49], [2.48, -1.83, 2.06], [0.07, -1.95, 2.50], [-1.26, -0.12, 3.10], [0.99, 1.81, 2.33], [-0.66, 2.24, 2.99], [-0.10, 0.14, -2.92], [0.32, -0.44, -2.23], [-0.98, 0.45, -2.55], [-1.24, -2.92, 0.11], [-0.61, -3.59, 0.39], [-1.38, -2.90, -0.85], [-2.31, 2.29, 0.56], [-1.75, 1.65, 0.97], [-1.81, 3.07, 0.54], [-4.19, -0.86, 0.49], [-4.07, -1.31, 1.43], [-3.61, -0.14, 0.46], [-3.36, 0.95, -2.24], [-3.62, 0.82, -1.33], [-3.21, 1.87, -2.44], [0.83, 2.68, -1.10], [0.78, 1.84, -1.42], [1.60, 2.81, -0.52]], "lowdin_charge": [0.00, -0.19, -0.15, -0.09, -0.21, -0.05, -0.30, -0.06, 0.09, 0.07, 0.11, 0.10, 0.08, 0.08, 0.16, 0.18, 0.14, 0.06, 0.07, -0.10, 0.02, 0.05, -0.08, 0.03, 0.05, -0.02, -0.01, 0.01, -0.07, 0.11, -0.04, -0.04, 0.00, 0.04, -0.02, -0.07, 0.06]}



(4)
{"formula": "C43H60Ge2InN4O4S2Si2Te", "method": "wB97M-V/def2-TZVPD", "largest_force_ev_per_a": 1.11, "relative_energy_kcal_mol": 3.6, "spin_multiplicity": 1, "lumo_energy_ev": -4.00, "charge": 1, "elements": ["In", "O", "C", "N", "C", "O", "C", "C", "C", "C", "C", "N", "C", "C", "C", "C", "C", "N", "H", "H", "H", "H", "H", "H", "H", "H", "C", "C", "Ge", "C", "C", "C", "C", "Ge", "C", "C", "C", "C", "C", "C", "C", "C", "C", "C", "H", "H", "H", "H", "H", "H", "H", "H", "H", "H", "H", "H", "H", "H", "H", "H", "H", "H", "H", "H", "H", "H", "H", "H", "H", "H", "C", "Si", "C", "C", "C", "Te", "C", "Si", "C", "C", "C", "H", "H", "H", "H", "H", "H", "H", "H", "H", "H", "H", "H", "H", "H", "H", "H", "H", "H", "H", "H", "H", "H", "O", "S", "O", "N", "C", "S", "C", "C", "C", "C", "C", "C", "H", "H", "H", "H"], "xyz": [[1.81, -1.50, -0.32], [1.84, -4.64, 2.59], [2.06, -3.75, 1.81], [1.17, -3.19, 0.91], [-0.18, -3.36, 1.15], [-0.71, -3.67, 2.19], [-1.06, -3.08, -0.04], [-2.30, -3.70, -0.14], [-3.11, -3.38, -1.21], [-2.68, -2.43, -2.13], [-1.43, -1.85, -1.94], [-0.63, -2.18, -0.93], [3.46, -3.18, 1.70], [4.42, -3.57, 2.62], [5.67, -3.00, 2.55], [5.94, -2.08, 1.55], [4.94, -1.75, 0.67], [3.72, -2.29, 0.74], [-2.59, -4.42, 0.61], [-4.07, -3.86, -1.34], [-3.29, -2.13, -2.96], [-1.06, -1.09, -2.62], [4.14, -4.30, 3.37], [6.44, -3.27, 3.27], [6.91, -1.61, 1.47], [5.10, -1.02, -0.12], [0.95, 4.33, -2.16], [0.39, 3.51, -0.99], [-0.47, 1.87, -1.58], [-2.31, 2.16, -2.17], [-2.47, 2.90, -3.51], [0.49, 1.24, -3.14], [1.21, 0.28, -3.73], [2.08, -1.27, -2.89], [1.30, -2.92, -3.62], [2.13, -3.55, -4.74], [4.05, -1.27, -2.99], [4.64, 0.08, -2.60], [1.39, 0.36, -5.22], [2.56, -0.08, -5.84], [2.71, -0.01, -7.22], [1.69, 0.51, -8.01], [0.52, 0.94, -7.40], [0.37, 0.86, -6.03], [1.40, 5.26, -1.80], [0.18, 4.59, -2.89], [1.73, 3.77, -2.69], [-0.36, 4.08, -0.44], [1.20, 3.27, -0.29], [-2.80, 2.72, -1.37], [-2.81, 1.19, -2.22], [-2.01, 3.88, -3.48], [-3.53, 3.04, -3.73], [-2.03, 2.34, -4.33], [0.19, 2.05, -3.82], [0.30, -2.69, -3.97], [1.19, -3.63, -2.79], [2.16, -2.91, -5.62], [1.70, -4.50, -5.05], [3.16, -3.74, -4.43], [4.41, -1.58, -3.97], [4.35, -2.05, -2.28], [4.38, 0.85, -3.34], [5.73, 0.04, -2.54], [4.26, 0.43, -1.63], [3.38, -0.46, -5.25], [3.62, -0.36, -7.68], [1.80, 0.56, -9.08], [-0.29, 1.34, -8.00], [-0.57, 1.16, -5.58], [-5.33, 0.60, 0.10], [-5.38, 1.13, 1.89], [-7.06, 1.77, 2.37], [-4.10, 2.47, 2.18], [-5.00, -0.36, 2.95], [-3.07, -1.28, 2.68], [-2.03, 0.09, 3.95], [-1.03, -0.69, 5.35], [0.31, -1.78, 4.64], [-2.20, -1.67, 6.42], [-0.24, 0.73, 6.28], [-5.58, 1.42, -0.57], [-6.03, -0.22, -0.08], [-4.33, 0.24, -0.15], [-7.30, 2.70, 1.84], [-7.10, 1.99, 3.44], [-7.85, 1.05, 2.14], [-4.33, 3.36, 1.58], [-3.11, 2.11, 1.89], [-4.07, 2.77, 3.23], [-5.72, -1.15, 2.72], [-5.09, -0.14, 4.01], [-2.77, 0.79, 4.34], [-1.34, 0.66, 3.31], [-0.07, -2.75, 4.34], [1.11, -1.93, 5.38], [0.77, -1.31, 3.76], [-2.75, -2.39, 5.81], [-2.92, -1.02, 6.93], [-1.65, -2.23, 7.18], [0.59, 1.15, 5.69], [0.16, 0.39, 7.23], [-0.95, 1.54, 6.48], [3.21, -0.17, 2.87], [2.53, 0.60, 1.89], [3.19, 0.84, 0.62], [1.05, -0.06, 1.39], [0.18, 0.92, 1.30], [-1.25, 0.79, 0.35], [0.54, 2.14, 2.07], [-0.27, 3.20, 2.41], [0.26, 4.18, 3.24], [1.57, 4.10, 3.70], [2.40, 3.04, 3.33], [1.85, 2.08, 2.51], [-1.30, 3.24, 2.08], [-0.36, 5.01, 3.56], [1.95, 4.86, 4.37], [3.43, 2.97, 3.67]], "lowdin_charge": [0.82, 0.13, -0.43, 0.05, -0.44, 0.06, -0.22, -0.01, -0.03, -0.03, -0.16, 0.04, -0.18, 0.03, -0.01, -0.02, -0.11, 0.03, 0.13, 0.12, 0.11, 0.09, 0.13, 0.12, 0.12, 0.10, -0.15, -0.33, 0.79, -0.37, -0.14, -0.22, -0.32, 0.87, -0.36, -0.15, -0.39, -0.17, -0.24, -0.06, -0.06, -0.07, -0.07, -0.04, 0.08, 0.06, 0.07, 0.07, 0.06, 0.06, 0.05, 0.07, 0.08, 0.05, 0.05, 0.06, 0.06, 0.06, 0.07, 0.07, 0.06, 0.05, 0.07, 0.08, 0.03, 0.08, 0.11, 0.11, 0.11, 0.09, -0.18, 0.37, -0.18, -0.19, -0.60, 1.25, -0.57, 0.39, -0.16, -0.18, -0.17, 0.03, 0.04, -0.01, 0.03, 0.04, 0.04, 0.04, -0.04, 0.04, 0.01, 0.01, 0.01, -0.04, 0.03, 0.05, 0.01, 0.02, 0.04, 0.04, 0.02, 0.03, 0.03, -0.23, 0.66, -0.31, -0.10, -0.69, 0.74, -0.25, -0.01, -0.02, -0.03, 0.00, -0.22, 0.10, 0.12, 0.12, 0.13]}



(5)
{"formula": "C5H3NO", "method": "wB97M-V/def2-TZVPD", "largest_force_ev_per_a": 1.25, "relative_energy_kcal_mol": 95.1, "spin_multiplicity": 1, "lumo_energy_ev": [-1.10, -1.10], "elements": ["O", "C", "C", "C", "C", "C", "N", "H", "H", "H"], "xyz": [[0.24, 0.68, 1.01], [-0.50, 0.46, -0.06], [0.06, -0.59, -0.80], [1.35, -1.02, -0.15], [1.31, -0.20, 0.96], [-1.65, 1.26, -0.29], [-2.60, 1.89, -0.52], [-0.25, -0.86, -1.80], [0.01, -1.57, -0.13], [2.01, -0.04, 1.77]], "lowdin_charge": [0.08, -0.28, -0.14, -0.04, -0.12, -0.11, 0.18, 0.13, 0.18, 0.11]}



(6)
{"formula": "C7H12N4O", "method": "wB97M-V/def2-TZVPD", "largest_force_ev_per_a": 3.97, "relative_energy_kcal_mol": 80.5, "spin_multiplicity": 1, "lumo_energy_ev": 0.87, "smiles": "NN1CCOC[C@H]1n1cccn1", "elements": ["N", "N", "C", "C", "O", "C", "C", "N", "C", "C", "C", "N", "H", "H", "H", "H", "H", "H", "H", "H", "H", "H", "H", "H"], "xyz": [[-0.02, -2.22, 0.14], [-0.15, -1.06, -0.69], [0.46, -1.36, -2.01], [0.26, 0.12, -2.71], [1.19, 1.02, -2.13], [0.70, 1.46, -0.88], [0.69, 0.22, 0.03], [-0.17, 0.53, 1.07], [-0.05, 0.00, 2.27], [-1.06, 0.55, 3.07], [-1.84, 1.33, 2.20], [-1.24, 1.28, 1.00], [0.90, -2.21, 0.62], [-0.77, -2.15, 0.80], [-0.16, -2.19, -2.35], [1.61, -1.61, -2.09], [0.44, 0.11, -3.86], [-0.64, 0.55, -2.44], [-0.26, 1.83, -1.01], [1.45, 2.19, -0.56], [1.70, -0.01, 0.45], [0.82, -0.57, 2.64], [-1.11, 0.37, 4.05], [-2.77, 1.82, 2.38]], "lowdin_charge": [0.02, -0.14, -0.14, -0.16, -0.17, -0.15, -0.16, -0.19, -0.11, -0.06, -0.11, 0.08, 0.08, 0.06, 0.10, 0.14, 0.15, 0.08, 0.08, 0.14, 0.16, 0.13, 0.05, 0.09]}



Please write out number 5 again, unchanged.
{"formula": "C5H3NO", "method": "wB97M-V/def2-TZVPD", "largest_force_ev_per_a": 1.25, "relative_energy_kcal_mol": 95.1, "spin_multiplicity": 1, "lumo_energy_ev": [-1.10, -1.10], "elements": ["O", "C", "C", "C", "C", "C", "N", "H", "H", "H"], "xyz": [[0.24, 0.68, 1.01], [-0.50, 0.46, -0.06], [0.06, -0.59, -0.80], [1.35, -1.02, -0.15], [1.31, -0.20, 0.96], [-1.65, 1.26, -0.29], [-2.60, 1.89, -0.52], [-0.25, -0.86, -1.80], [0.01, -1.57, -0.13], [2.01, -0.04, 1.77]], "lowdin_charge": [0.08, -0.28, -0.14, -0.04, -0.12, -0.11, 0.18, 0.13, 0.18, 0.11]}